# 1
119
Properties=species:S:1:pos:R:3:lowdin_spin:R:1 method="wB97M-V/def2-TZVPD" e_homo_ha="-0.4954 / -0.4952" multiplicity=5 orbital_gap_ev="7.8 / 4.9" s2=6.0165 total_charge=+2
Co -0.32 -0.06 0.03 2.691
C -4.59 0.51 -0.48 0.002
C -3.48 0.27 0.53 0.003
C -3.17 -1.21 0.69 0.006
C -3.80 0.91 1.87 0.001
O -2.21 0.85 -0.02 0.068
Si -1.87 2.43 -0.48 0.049
S 0.23 1.95 -0.91 0.789
O -2.65 2.98 -1.75 0.013
C -2.65 2.86 -3.21 0.002
C -1.74 3.94 -3.76 0.002
C -2.15 1.47 -3.59 0.017
C -4.09 3.06 -3.64 0.001
O -1.96 3.38 0.79 0.017
C -2.33 4.79 1.01 0.001
C -3.80 4.97 0.67 0.001
C -2.07 5.05 2.48 0.000
C -1.45 5.67 0.13 0.001
H -5.51 0.04 -0.12 0.000
H -4.34 0.08 -1.45 0.000
H -4.78 1.58 -0.60 0.000
H -4.02 -1.72 1.13 0.000
H -2.32 -1.34 1.38 0.004
H -2.95 -1.67 -0.27 0.000
H -4.71 0.46 2.27 0.000
H -3.96 1.99 1.76 0.000
H -2.99 0.75 2.58 0.000
H -0.72 3.83 -3.36 0.002
H -2.11 4.92 -3.49 0.000
H -1.69 3.87 -4.85 0.000
H -1.10 1.35 -3.29 0.017
H -2.22 1.35 -4.68 0.001
H -2.76 0.70 -3.11 0.000
H -4.44 4.04 -3.30 0.000
H -4.73 2.29 -3.22 0.000
H -4.16 3.03 -4.73 0.000
H -4.42 4.33 1.31 0.000
H -3.99 4.72 -0.37 0.000
H -4.10 6.00 0.84 0.000
H -2.62 4.33 3.09 0.000
H -2.40 6.05 2.75 0.000
H -1.00 4.97 2.71 0.000
H -1.66 5.48 -0.93 0.000
H -0.39 5.47 0.33 0.000
H -1.64 6.72 0.34 0.000
C -2.09 -0.43 6.50 0.000
O -0.75 -0.43 5.96 0.000
C -0.63 -0.42 4.65 0.001
O -1.57 -0.40 3.88 0.003
C 0.78 -0.41 4.15 0.014
C 1.86 -0.71 4.89 0.005
As 3.82 -0.39 4.44 0.002
C 4.67 -1.96 5.22 0.000
C 3.18 -0.90 2.61 0.008
C 2.61 0.19 2.08 0.006
As 0.68 0.28 2.27 0.047
C 0.41 2.13 2.81 0.013
C 3.39 1.49 1.90 0.001
O 4.47 1.75 2.33 0.002
O 2.72 2.30 1.05 0.015
C 3.41 3.53 0.73 0.001
C 2.56 -2.27 2.45 0.001
O 2.80 -3.23 3.13 0.000
O 1.73 -2.37 1.39 0.006
C 1.10 -3.67 1.27 0.001
C 1.81 -0.95 6.39 0.001
O 2.28 -0.08 7.08 0.000
O 1.37 -2.09 6.89 0.000
C 0.95 -3.16 6.03 0.000
H -1.97 -0.40 7.58 0.000
H -2.61 -1.34 6.20 0.000
H -2.63 0.44 6.15 0.000
H 4.63 -1.85 6.30 0.000
H 5.71 -1.90 4.91 0.000
H 4.24 -2.90 4.91 0.000
H 1.21 2.45 3.48 0.001
H -0.54 2.17 3.33 0.000
H 0.36 2.79 1.95 0.008
H 2.72 4.11 0.14 0.001
H 4.31 3.31 0.16 0.000
H 3.69 4.05 1.64 0.000
H 0.39 -3.60 0.45 0.000
H 0.59 -3.93 2.19 0.000
H 1.85 -4.43 1.06 0.000
H 0.69 -3.98 6.69 0.000
H 1.75 -3.46 5.36 0.000
H 0.07 -2.88 5.45 0.000
C 1.66 -3.57 -6.37 0.000
C 0.26 -3.26 -5.85 0.000
C -0.15 -1.80 -6.08 0.000
C 0.57 -0.82 -5.17 0.001
N 0.21 -1.03 -3.75 0.010
C 0.96 -1.54 -2.79 0.022
S 0.23 -1.82 -1.22 0.121
N 2.21 -1.89 -3.00 0.007
C 3.15 -2.46 -2.00 0.002
C 2.98 -3.97 -1.78 0.002
C 3.00 -4.79 -3.07 0.000
C 4.34 -4.75 -3.81 0.000
H 1.93 -4.61 -6.16 0.000
H 2.44 -2.94 -5.91 0.000
H 1.72 -3.43 -7.45 0.000
H 0.18 -3.50 -4.78 0.000
H -0.46 -3.90 -6.36 0.000
H -1.23 -1.69 -5.94 0.000
H 0.07 -1.52 -7.11 0.000
H 0.30 0.21 -5.42 0.000
H 1.64 -0.89 -5.29 0.000
H -0.75 -0.88 -3.51 0.000
H 2.53 -1.90 -3.95 0.000
H 3.03 -1.92 -1.07 0.001
H 4.14 -2.25 -2.39 0.000
H 2.05 -4.15 -1.24 0.001
H 3.81 -4.28 -1.13 0.000
H 2.20 -4.45 -3.73 0.000
H 2.76 -5.83 -2.81 0.000
H 4.56 -3.75 -4.20 0.000
H 4.33 -5.43 -4.66 0.000
H 5.16 -5.04 -3.15 0.000

# 2
24
Properties=species:S:1:pos:R:3:lowdin_spin:R:1 method="wB97M-V/def2-TZVPD" e_homo_ha="-0.4111 / -0.5450" multiplicity=3 orbital_gap_ev="8.4 / 8.0" s2=2.0069 total_charge=+1
C 2.57 -0.85 0.12 0.039
C -2.60 0.11 -0.43 0.129
C 0.15 2.12 -0.09 0.042
C 1.22 -0.62 0.83 0.057
C -1.94 -0.19 0.77 0.681
N -0.03 -1.21 -1.13 0.099
N 0.51 0.95 -0.79 0.258
N 0.24 -0.27 -0.14 0.506
H 2.48 -1.80 -0.52 0.002
H 2.83 -0.15 -0.65 0.005
H 3.42 -0.76 0.81 0.003
H -3.57 -0.44 -0.40 0.044
H -2.96 1.17 -0.45 0.001
H -2.00 0.00 -1.37 0.018
H 0.88 2.48 0.71 0.004
H 0.18 2.94 -0.81 0.000
H -0.89 2.07 0.32 0.014
H 1.46 0.16 1.60 0.001
H 1.01 -1.64 1.32 0.002
H -1.76 -1.21 0.92 0.035
H -2.11 0.33 1.76 0.029
H 0.61 -1.38 -1.90 0.019
H -0.17 -2.11 -0.58 0.001
H 0.09 0.96 -1.66 0.011

# 3
107
Properties=species:S:1:pos:R:3:lowdin_spin:R:1 method="wB97M-V/def2-TZVPD" e_homo_ha="-0.0734 / -0.0755" multiplicity=3 orbital_gap_ev="6.1 / 6.1" s2=2.0038 total_charge=-2
Ni -0.66 1.37 -0.69 1.793
C 4.66 -3.33 3.35 0.000
C 3.10 -3.41 3.18 0.000
C 2.50 -3.67 4.59 0.000
C 2.74 -4.61 2.24 0.000
C 2.52 -2.15 2.58 0.001
C 1.17 -2.11 2.28 0.000
C 0.53 -1.10 1.58 0.002
Se -1.34 -1.18 1.30 0.004
C -1.32 -2.11 -0.34 0.005
C -1.08 -3.46 -0.38 -0.001
C -1.01 -4.16 -1.60 0.005
C -1.15 -3.39 -2.76 -0.001
C -1.50 -2.02 -2.79 0.006
C -1.51 -1.32 -1.53 0.003
O -1.78 -0.08 -1.47 0.039
C -1.69 -1.33 -4.12 0.001
C -0.29 -0.97 -4.66 0.000
C -2.57 -0.07 -4.20 0.000
C -2.35 -2.34 -5.09 0.000
C -0.62 -5.63 -1.74 0.001
C -1.74 -6.36 -2.43 0.000
C -0.29 -6.21 -0.37 0.000
C 0.61 -5.75 -2.66 0.000
C 1.32 0.08 1.22 0.004
O 0.80 0.99 0.49 0.037
C 2.69 0.16 1.66 0.003
C 3.24 -1.00 2.20 0.000
C 3.44 1.48 1.55 0.000
C 3.85 1.84 0.11 0.000
C 2.66 2.71 2.09 0.000
C 4.76 1.35 2.36 0.000
H 5.07 -4.26 3.78 0.000
H 4.87 -2.50 4.06 0.000
H 5.20 -3.16 2.44 0.000
H 2.92 -4.59 5.01 0.000
H 1.41 -3.83 4.53 0.000
H 2.78 -2.87 5.28 0.000
H 3.27 -5.55 2.50 0.000
H 2.95 -4.28 1.21 0.000
H 1.69 -4.86 2.32 0.000
H 0.53 -2.93 2.54 0.000
H -1.03 -4.00 0.54 0.000
H -0.97 -3.87 -3.73 0.000
H 0.19 -0.20 -4.06 0.000
H -0.35 -0.59 -5.68 0.000
H 0.40 -1.83 -4.70 0.000
H -2.18 0.84 -3.74 0.000
H -3.52 -0.25 -3.77 0.000
H -2.76 0.16 -5.25 0.000
H -1.82 -3.29 -5.15 0.000
H -2.34 -1.92 -6.10 0.000
H -3.38 -2.65 -4.80 0.000
H -2.65 -6.29 -1.82 0.000
H -1.55 -7.46 -2.48 0.000
H -1.89 -5.95 -3.39 0.000
H -1.11 -6.17 0.33 0.000
H 0.55 -5.72 0.10 0.000
H -0.04 -7.25 -0.48 0.000
H 0.51 -5.25 -3.61 0.000
H 0.89 -6.76 -2.92 0.000
H 1.44 -5.28 -2.12 0.000
H 4.35 -1.05 2.19 0.000
H 3.03 1.87 -0.61 0.000
H 4.59 1.13 -0.32 0.000
H 4.30 2.85 0.12 0.000
H 1.75 2.89 1.50 0.000
H 3.27 3.60 2.03 0.000
H 2.35 2.60 3.10 0.000
H 5.52 0.76 1.84 0.000
H 4.60 0.94 3.34 0.000
H 5.20 2.31 2.56 0.000
O -1.49 2.73 0.99 0.019
C -2.34 3.83 0.56 0.001
C -2.69 3.56 -0.93 0.003
O -3.52 4.35 -1.45 0.002
O -2.09 2.58 -1.45 0.026
C -3.66 3.78 1.30 0.000
C -4.06 2.51 1.80 0.000
C -5.28 2.41 2.45 0.000
C -6.15 3.50 2.56 0.000
C -5.68 4.76 2.16 0.000
C -4.47 4.88 1.44 0.000
C -1.59 5.14 0.79 0.000
C -1.01 5.93 -0.22 0.000
C -0.21 7.02 0.16 0.000
C -0.21 7.47 1.49 0.000
C -0.90 6.76 2.48 0.000
C -1.57 5.63 2.13 0.000
H -1.13 2.99 1.88 0.000
H -3.44 1.62 1.74 0.000
H -5.57 1.41 2.85 0.000
H -7.15 3.43 3.02 0.000
H -6.31 5.64 2.36 0.000
H -4.17 5.81 1.04 0.000
H -1.18 5.68 -1.25 0.000
H 0.43 7.58 -0.53 0.000
H 0.35 8.36 1.76 0.000
H -1.02 7.13 3.50 0.000
H -2.06 5.09 2.94 0.000
F 0.56 3.93 -1.51 0.002
C 1.50 3.57 -2.44 0.000
F 1.38 4.37 -3.54 0.000
F 2.71 3.92 -1.85 0.000
C 1.45 1.99 -2.79 0.004
O 2.42 1.62 -3.46 0.007
O 0.40 1.40 -2.47 0.029

# 4
61
Properties=species:S:1:pos:R:3:mulliken_charge:R:1 method="wB97M-V/def2-TZVPD" e_homo_ha="-0.3879 / -0.3878" multiplicity=1 orbital_gap_ev="6.1 / 6.2" total_charge=+1
Ce -0.34 -0.03 0.08 0.573
O 6.52 -3.30 1.20 -0.592
N 6.49 -2.19 1.69 1.022
O 7.41 -1.65 2.26 -0.585
C 5.22 -1.40 1.55 -0.309
C 5.09 -0.37 2.40 -0.732
C 3.90 0.44 2.40 0.961
C 3.79 1.57 3.22 -0.625
C 2.66 2.34 3.13 -1.274
C 1.66 1.95 2.24 0.181
N 1.73 0.87 1.47 0.386
C 2.86 0.11 1.54 -0.227
C 3.00 -1.01 0.64 0.007
N 1.97 -1.27 -0.19 0.560
C 2.09 -2.18 -1.12 -0.178
C 3.27 -2.92 -1.30 -1.404
C 4.31 -2.73 -0.43 -0.630
C 4.20 -1.76 0.59 0.596
H 5.89 -0.14 3.09 0.588
H 4.60 1.82 3.90 0.490
H 2.53 3.23 3.73 0.484
H 0.76 2.55 2.16 0.320
H 1.24 -2.34 -1.77 0.540
H 3.33 -3.65 -2.10 0.507
H 5.21 -3.30 -0.53 0.592
Br 3.33 1.34 -3.51 -0.154
C 1.60 0.75 -3.92 -0.258
C 1.26 0.55 -5.28 -0.332
C 0.02 0.10 -5.64 -0.127
Br -0.38 -0.13 -7.46 -0.192
C -0.95 -0.20 -4.64 0.562
C -2.24 -0.72 -4.89 -0.658
C -3.07 -1.01 -3.85 -1.211
C -2.62 -0.79 -2.54 -0.256
N -1.43 -0.30 -2.27 0.378
C -0.59 0.01 -3.30 0.486
C 0.68 0.53 -2.92 0.413
O 0.91 0.73 -1.64 -0.475
H 2.00 0.76 -6.04 0.454
H -2.55 -0.88 -5.91 0.356
H -4.06 -1.41 -4.01 0.449
H -3.25 -1.04 -1.69 0.511
F -0.83 0.31 3.31 -0.072
C -1.76 -0.53 3.76 0.693
F -1.18 -1.53 4.41 -0.218
F -2.58 0.12 4.55 -0.219
S -2.80 -1.21 2.32 1.099
O -2.40 -0.36 1.16 -0.453
O -4.13 -1.15 2.78 -0.625
N -2.26 -2.69 2.02 -0.708
S -0.93 -2.66 1.20 1.106
O -1.06 -2.34 -0.24 -0.519
O 0.07 -1.73 1.78 -0.540
C -0.34 -4.41 1.34 0.523
F 0.84 -4.48 0.73 -0.141
F -0.21 -4.71 2.62 -0.169
F -1.20 -5.21 0.75 -0.172
Cl -1.69 2.56 1.29 -0.088
C -1.44 2.22 -0.41 -0.550
H -0.71 2.91 -0.83 0.382
H -2.39 2.10 -0.92 0.472

Energy above the lowest of the compared OMol25 structures with the same formula, charge and spin / kJ/mol: 21.63, 147.46, 80.87, 39.75